[1]
Below is a 7-piece molecular cluster, C7H21N7O14 overall in a non-equilibrium geometry, with properties calculated with ωB97M-V with the def2-TZVPD basis set.

Summary:
Highest occupied orbital energy (Eh): -0.381
Electronic energy (Ha): -1715.230070
SMILES: C[N+](=O)[O-].C[N+](=O)[O-].C[N+](=O)[O-].C[N+](=O)[O-].C[N+](=O)[O-].C[N+](=O)[O-].C[N+](=O)[O-]
Relative energy (zero: lowest compared OMol25 entry of this formula, charge and spin) (kcal/mol): 49.0
Maximum force (eV Å⁻¹): 3.72
2S+1: 1
M (g mol⁻¹): 427.28

Structure (XYZ):
```
49
Properties=species:S:1:pos:R:3:forces:R:3:mulliken_charge:R:1
O -11.937 33.220 -22.020 -1.4 0.4 0.7 -0.5350
H -15.803 32.573 -14.057 -0.3 -0.2 0.0 0.2536
O -16.948 31.877 -21.847 0.1 0.8 -0.7 -0.3758
H -17.526 33.050 -14.287 0.0 0.3 1.0 0.3172
C -15.652 38.467 -16.130 -0.8 0.6 0.0 -0.8039
H -14.574 30.349 -21.821 0.6 -0.3 0.0 0.2411
H -16.305 39.193 -16.613 -0.2 0.0 0.3 0.3058
H -16.234 33.928 -15.065 0.1 0.3 0.3 0.0394
O -13.595 27.562 -21.836 -0.1 -0.8 0.5 -0.5475
C -13.218 34.664 -20.719 0.9 -0.1 -0.1 -0.7061
H -17.156 30.144 -13.756 -0.7 -0.4 0.8 0.2950
H -17.237 28.448 -14.356 0.3 0.2 0.0 0.2851
O -18.495 33.338 -22.530 1.7 -2.3 2.0 -0.5307
C -15.848 33.222 -18.167 -1.0 -0.1 0.9 -0.9775
H -13.134 34.148 -19.763 -1.1 -0.1 -0.1 0.2074
O -14.086 33.224 -22.455 2.4 1.4 2.5 -0.4902
O -14.258 31.972 -19.377 -3.3 0.0 1.7 -0.5313
O -17.293 30.868 -15.909 0.0 1.6 0.3 -0.4453
H -15.982 29.456 -21.578 -0.1 -0.2 0.2 0.2016
H -14.055 35.321 -20.957 -0.1 -0.5 0.5 0.2762
C -17.779 29.385 -14.231 0.1 -0.3 0.1 -0.7080
N -17.941 29.903 -15.587 1.3 -1.5 -1.2 0.8243
O -18.466 29.168 -16.383 -1.3 -0.2 -0.4 -0.5320
C -14.904 29.385 -21.436 -1.6 0.6 0.4 -0.5826
O -14.722 28.341 -23.482 -0.6 -0.2 0.4 -0.5454
O -16.927 36.500 -16.352 -0.3 0.7 -0.2 -0.5151
H -15.005 33.723 -17.692 -0.3 0.5 -0.6 0.4333
C -18.828 31.990 -20.592 -0.3 -0.1 -0.8 -0.6263
H -19.891 32.126 -20.789 0.2 0.4 0.0 0.2985
O -15.080 36.694 -17.393 0.8 -0.7 -1.5 -0.5081
N -15.357 31.963 -18.721 2.5 -1.9 -1.0 0.9561
N -14.437 28.297 -22.296 1.7 1.0 -1.1 0.8996
H -14.656 29.215 -20.388 0.2 0.0 -0.4 0.3253
C -16.504 33.403 -14.149 1.3 0.2 -0.7 -0.4404
N -18.006 32.454 -21.760 -1.8 1.4 -1.2 0.7663
N -16.179 34.278 -12.944 -0.6 1.5 -1.0 0.8606
H -16.501 33.728 -18.877 0.9 0.4 -0.4 0.2198
H -15.882 38.349 -15.071 0.1 0.4 -0.1 0.3093
O -16.596 33.854 -11.882 0.8 0.7 -0.5 -0.5187
N -15.962 37.145 -16.719 0.6 -0.7 1.3 0.8988
H -16.572 32.920 -17.410 0.3 -0.1 0.2 0.3390
N -13.078 33.616 -21.781 -0.6 -1.2 -2.7 0.9298
O -15.579 35.369 -13.156 -1.3 -2.8 0.8 -0.5178
O -15.980 30.949 -18.407 1.0 1.2 -1.1 -0.4391
H -18.627 30.919 -20.580 0.1 0.2 0.7 0.2602
H -14.621 38.736 -16.360 -0.2 -0.4 0.2 0.3263
H -18.476 32.579 -19.744 -0.1 -0.5 0.1 0.1941
H -12.285 35.227 -20.676 0.0 0.1 -0.7 0.3297
H -18.760 29.057 -13.886 0.1 0.7 0.5 0.2835
```
Positions in Å, forces in eV/Å.

=====

[2]
Below is an isolated ion of composition C12H15N2S and charge +1 in a non-equilibrium geometry, with properties calculated with ωB97M-V with the def2-TZVPD basis set.

Summary:
Highest occupied orbital energy (spin up / spin down) (Eh): -0.431 / -0.434
Electronic energy (Ha): -973.522871
Relative energy (zero: lowest compared OMol25 entry of this formula, charge and spin) (kcal/mol): 85.6
Maximum force (eV Å⁻¹): 4.50
2S+1: 1
Charge: +1
M (g mol⁻¹): 219.33

Structure (XYZ):
```
30
Properties=species:S:1:pos:R:3:forces:R:3:mulliken_charge:R:1
H 3.056 1.210 -0.764 -0.6 -0.2 0.3 0.3753
H 1.991 1.906 2.822 -1.0 -0.9 -1.5 0.3782
C -4.150 -1.523 -1.820 -3.5 0.9 -1.3 -1.3396
H 2.891 2.393 1.586 0.4 -0.3 -1.3 0.4076
C -1.963 -1.891 -0.672 -0.6 0.1 -2.4 -0.7503
N 0.232 0.351 1.181 1.2 3.3 1.6 -0.5614
C -0.878 -1.408 0.035 0.5 -4.4 -0.4 -0.0407
C 1.611 0.648 0.887 0.5 0.6 -1.4 1.7037
C 1.906 1.939 1.665 2.1 -0.8 3.0 -1.0745
H -5.232 -1.640 -1.376 2.1 0.5 -0.1 0.2934
H -1.894 -2.824 -1.327 0.0 0.9 1.8 0.2275
H -3.898 0.679 -0.571 -3.1 2.8 -0.5 0.6688
C -0.758 -0.134 0.467 -2.3 1.6 -1.1 0.3751
S -1.740 2.462 0.451 0.3 0.2 0.4 -0.2179
H 1.117 3.825 1.871 0.1 0.0 -0.5 0.3449
H 1.882 -0.077 -1.099 -0.2 -0.3 -0.8 0.4622
C -3.038 0.186 -0.477 3.1 0.5 1.9 -0.9174
H -4.004 -2.534 -2.225 0.4 0.6 -0.4 0.3595
H 2.061 -0.908 2.371 1.0 0.8 -1.5 0.3962
C -0.250 2.675 1.068 -1.0 -2.6 -1.0 0.6429
H -4.309 -0.661 -2.597 0.2 -2.1 0.8 0.2860
N 0.955 2.950 1.362 -1.3 1.8 0.7 -0.2152
C 2.004 0.885 -0.646 -0.1 0.0 2.0 -1.5288
H 2.309 -1.301 0.682 -0.3 -1.9 -1.6 0.4810
C 2.432 -0.525 1.343 -1.7 0.3 3.5 -1.9428
H 1.350 1.643 -1.024 -0.4 0.3 -0.7 0.3775
C -3.060 -1.058 -0.964 1.3 -3.1 0.4 0.6527
H 3.426 -0.219 1.316 1.9 0.2 0.4 0.5161
C -1.917 0.682 0.189 0.8 -0.4 -0.1 0.3259
H -0.200 -2.260 0.310 0.1 1.5 -0.2 0.3141
```
Positions in Å, forces in eV/Å.

=====

[3]
Below is C30H30N7O4V as an isolated structure in a non-equilibrium geometry, with properties calculated with ωB97M-V with the def2-TZVPD basis set.

Summary:
Highest occupied orbital energy (Eh): -0.282
Electronic energy (Ha): -2789.474629
Relative energy (zero: lowest compared OMol25 entry of this formula, charge and spin) (kcal/mol): 45.1
Maximum force (eV Å⁻¹): 5.88
2S+1: 1
M (g mol⁻¹): 603.56

Structure (XYZ):
```
72
Properties=species:S:1:pos:R:3:forces:R:3:mulliken_charge:R:1
C 2.816 2.273 0.127 -0.1 -0.1 -0.1 -0.1578
N -0.068 -1.483 2.137 0.5 0.6 -0.6 1.0382
H -1.592 -1.127 4.933 0.0 0.0 0.0 0.3405
C -2.597 4.076 0.806 -0.1 -0.2 0.0 -0.9978
C -2.526 1.890 -0.359 -0.2 -0.1 -0.2 -0.5547
H 7.545 2.680 2.480 0.0 0.0 0.0 0.4108
H 6.078 0.684 2.720 0.0 0.0 0.0 0.5012
H 6.840 4.596 1.107 0.0 0.0 0.0 0.4001
H 2.322 -2.185 4.031 0.0 0.0 0.1 0.3690
C 3.444 0.528 1.417 0.1 0.0 0.1 -0.4537
C 6.191 3.735 1.202 -0.1 0.1 -0.1 -0.4786
C 0.387 -0.673 3.285 0.0 0.0 0.2 -0.5714
V 0.670 0.291 0.108 -0.7 -0.7 0.7 1.8761
H -3.738 0.084 -1.640 0.0 0.0 0.0 0.4921
H -0.822 -4.554 2.702 0.0 0.0 0.0 0.3135
H 1.386 -0.294 3.077 0.0 0.0 0.0 -0.1329
N 2.469 1.036 0.604 0.4 -0.1 0.4 1.1351
C -1.402 -2.002 2.457 -0.2 0.0 0.0 -0.9312
C -2.439 -1.567 -1.146 -0.3 0.1 -0.1 -0.8944
H 4.649 4.557 -0.081 0.0 0.0 0.0 0.5071
H 1.840 -2.284 1.756 0.0 0.1 0.0 -0.0846
C 4.967 3.727 0.536 -0.1 0.0 0.0 -0.5346
H -0.442 -4.490 4.439 0.0 0.0 0.0 0.3560
C -0.821 4.772 2.252 -0.1 0.0 0.0 -0.8169
N 0.882 -3.448 3.205 0.1 -0.1 0.0 0.1498
H 0.796 3.371 2.491 0.0 0.0 0.0 0.4699
C 5.771 1.532 2.123 0.0 -0.1 0.0 -0.3020
C -2.660 -0.113 -1.572 -0.1 -0.1 -0.1 -1.0866
C 1.341 -2.583 4.296 0.0 0.0 0.0 -0.6485
H -1.109 -3.633 -1.999 0.0 0.0 0.0 0.2768
C 4.164 2.618 0.687 0.1 -0.1 0.1 0.1238
H -2.092 -1.162 2.572 0.0 0.0 0.0 0.1677
H -0.306 0.163 3.416 0.0 0.0 0.0 0.2802
C 0.836 -2.641 1.986 0.1 -0.2 0.1 -0.5875
C -0.162 3.579 2.031 0.2 -0.4 0.0 -0.3588
C 3.694 -3.455 -1.805 -0.1 -0.1 0.0 -0.4928
C 1.466 -4.336 -1.862 -0.1 0.0 0.0 -0.6044
H -0.374 5.512 2.903 0.0 0.0 0.0 0.4280
H -3.484 2.193 -0.809 0.0 -0.1 0.0 0.2394
C 6.586 2.655 1.979 0.1 -0.1 0.1 -0.5611
C -0.715 2.609 1.193 -0.8 1.1 0.1 -0.0081
H -3.549 4.263 0.322 0.0 0.0 0.0 0.3927
N -1.992 0.777 -0.653 0.2 0.0 0.1 0.1386
C 4.557 1.537 1.471 0.0 0.3 -0.2 0.3495
H 0.475 -3.263 1.165 0.0 0.0 0.0 0.0732
H 1.418 -3.171 5.213 0.0 0.0 0.0 0.3414
N 0.430 -1.455 4.519 0.0 0.1 0.0 0.1004
H -2.220 0.028 -2.564 0.0 0.0 0.0 0.2703
C -2.050 5.022 1.649 0.0 0.1 0.0 -0.7461
C 3.203 -2.211 -1.465 -0.2 0.4 0.2 -0.5723
C 1.833 -2.025 -1.264 0.1 -1.0 -0.4 0.3900
C 0.941 -3.089 -1.525 0.3 0.5 0.1 0.4896
H -0.888 -2.573 5.696 0.0 0.0 0.0 0.3552
C -0.468 -3.912 3.513 0.0 0.1 0.0 -0.7191
H -2.565 5.956 1.827 0.0 0.0 0.0 0.4083
H -2.902 -1.702 -0.163 0.0 0.0 0.0 0.1922
C -1.949 2.865 0.561 0.4 -0.1 0.2 0.8086
C -0.503 -2.853 -1.512 -0.3 0.0 0.0 -0.5245
O 2.110 2.924 -0.623 0.1 0.1 0.0 -0.7130
C 2.828 -4.532 -1.976 0.1 0.0 0.0 -0.7940
H -2.938 -2.235 -1.863 0.0 0.0 0.1 0.5412
C -0.911 -1.969 4.786 0.1 0.0 -0.1 -0.6418
O 1.354 -0.873 -0.818 2.7 -3.9 -3.5 -0.5027
O 3.398 -0.543 1.997 0.2 0.1 0.0 -0.6559
N -1.408 -2.799 3.685 0.0 0.0 0.0 0.0652
N -1.030 -1.807 -1.029 0.1 -0.1 0.1 0.2202
H -1.738 -2.640 1.637 0.0 0.1 0.0 0.3093
H 0.787 -5.167 -2.018 0.0 0.0 -0.1 0.4190
H 3.861 -1.360 -1.337 0.0 0.0 0.1 0.4488
H 3.221 -5.512 -2.210 0.0 0.0 0.0 0.3973
H 4.759 -3.596 -1.933 0.0 0.0 0.0 0.4090
O -0.090 1.477 0.949 -2.3 4.0 3.0 0.1324
```
Positions in Å, forces in eV/Å.

=====

[4]
Below is a 2-piece molecular cluster, Br2S2 overall, with properties calculated with ωB97M-V with the def2-TZVPD basis set.

Summary:
Highest occupied orbital energy (spin up / spin down) (Eh): -0.282 / -0.280
Electronic energy (Ha): -5944.247950
Relative energy (zero: lowest compared OMol25 entry of this formula, charge and spin) (kcal/mol): 99.8
Maximum force (eV Å⁻¹): 0.74
2S+1: 1
M (g mol⁻¹): 223.94

Structure (XYZ):
```
4
Properties=species:S:1:pos:R:3:forces:R:3:mulliken_charge:R:1
S 2.979 -0.908 -0.969 -0.4 0.5 0.4 -0.1021
Br -3.147 -0.200 -0.401 0.3 0.1 0.2 0.0606
Br 2.049 0.608 0.200 -0.1 -0.5 -0.3 0.1315
S -1.882 0.501 1.170 0.3 -0.1 -0.3 -0.0901
```
Positions in Å, forces in eV/Å.

=====

[5]
Below is C31H49F15GaN2O11 as an isolated structure, with properties calculated with ωB97M-V with the def2-TZVPD basis set.

Summary:
Highest occupied orbital energy (Eh): -0.156
Electronic energy (Ha): -5570.706020
Maximum force (eV Å⁻¹): 0.64
2S+1: 1
Charge: -1
M (g mol⁻¹): 980.43

Structure (XYZ):
```
109
Properties=species:S:1:pos:R:3:forces:R:3:mulliken_charge:R:1
F -6.416 3.096 0.807 0.0 0.0 0.0 -0.2686
C 8.812 4.429 2.653 0.1 0.0 0.1 -1.0265
F -8.109 3.131 -0.545 0.0 0.0 0.0 -0.2605
H 4.534 1.839 -0.777 0.1 0.0 0.0 0.1929
H 0.450 -3.468 -2.798 0.1 0.1 0.0 0.2099
H -4.603 3.969 -3.325 0.0 0.0 0.0 0.2906
H -9.393 7.795 -7.690 0.0 0.0 0.0 0.3149
C -6.114 2.048 -1.293 0.0 0.1 0.1 0.3637
H -3.797 -3.609 -1.071 0.1 0.0 0.0 0.3734
C -5.495 -2.649 0.537 0.0 -0.1 0.0 -1.8299
C 2.355 0.283 0.871 -0.3 0.0 0.1 -0.9885
C -9.337 6.709 -7.683 -0.1 0.1 -0.1 -0.2230
C 0.639 -1.665 0.769 0.4 0.0 -0.1 -0.4410
N -0.297 -4.742 0.192 0.2 0.4 0.5 -0.4898
H 0.638 -9.592 7.815 0.0 0.0 0.0 0.3750
O 2.848 -8.654 5.442 0.0 0.0 0.0 -0.3302
C 6.303 5.724 -0.634 0.0 -0.2 0.0 0.9145
O -8.155 4.370 -8.360 0.0 0.0 0.0 -0.5104
H -4.123 -1.145 -0.082 0.1 -0.1 -0.1 -0.0740
C 2.157 -5.014 0.443 0.0 -0.1 0.2 -0.9120
H -9.612 6.335 -8.668 0.0 0.0 0.0 0.3179
F 9.818 6.124 7.496 0.0 0.0 0.0 -0.2427
C -6.007 5.088 -7.529 -0.1 0.0 0.0 0.9746
F -5.302 5.801 -8.418 0.0 0.0 0.0 -0.2722
O 7.878 4.976 4.841 0.0 0.0 0.0 -0.3222
H 6.125 2.352 -3.350 0.0 0.1 0.0 0.3103
H 8.611 4.488 1.585 0.0 0.0 0.0 0.2396
H 7.663 6.191 3.169 0.0 0.0 0.1 0.3430
H -5.971 1.338 -4.108 0.0 0.0 0.0 0.3576
H -5.484 -3.651 0.982 0.0 0.1 0.0 0.4119
H -2.083 -1.277 -0.937 0.0 0.0 -0.1 0.3561
C 4.673 1.781 -1.854 -0.1 0.2 0.1 -0.9432
H 2.815 -5.403 1.227 0.0 0.0 0.0 0.2746
O -5.891 3.132 -2.021 0.0 0.0 0.0 -0.3622
O 9.374 6.669 4.911 0.0 0.0 0.0 -0.5125
C 1.424 -9.770 7.082 0.1 -0.1 -0.1 -1.1039
H 3.186 0.314 0.167 0.1 0.0 0.1 -0.0302
H -11.241 6.408 -6.753 0.0 0.0 0.0 0.3692
F 7.656 6.007 7.516 0.0 0.0 0.0 -0.2555
C 6.311 4.180 -0.760 0.0 0.1 0.0 0.3687
H -6.138 -2.007 1.148 0.0 0.0 0.0 0.4063
C 1.166 -0.380 0.192 0.0 0.0 0.0 0.6103
H -4.104 -2.360 2.615 0.0 0.0 0.0 0.3992
H -6.494 2.951 -4.618 0.0 0.0 0.0 0.2436
H 6.739 4.682 3.197 0.0 0.0 0.1 0.3033
F 8.839 4.217 7.207 0.0 0.0 0.0 -0.2460
F 7.397 6.230 -1.225 0.0 0.0 0.0 -0.2750
F 6.327 6.077 0.651 0.0 0.1 0.0 -0.2154
H -2.771 -3.814 0.333 -0.1 0.0 -0.1 0.4721
H 2.651 -0.236 1.783 0.1 0.0 -0.1 0.3805
C -3.167 -3.062 -0.359 -0.1 0.2 -0.2 -1.2537
F 4.085 -7.995 2.932 0.0 0.0 0.0 -0.2403
H 2.308 -10.140 7.602 0.0 0.0 0.0 0.2965
H -5.946 -2.743 -0.455 0.0 0.1 0.0 0.3853
H 6.835 1.943 -1.781 0.0 0.1 0.1 0.3286
C 0.452 -6.498 1.673 0.0 -0.2 -0.2 -1.0006
O -5.649 0.962 -1.445 0.0 -0.1 0.0 -0.5089
H 9.778 4.889 2.859 0.0 0.0 0.0 0.3567
H 2.435 -5.504 -0.495 0.0 0.1 0.0 0.2436
H -0.131 -1.407 1.510 0.0 -0.1 -0.1 0.2966
C 0.685 -5.319 0.724 -0.1 -0.2 -0.2 0.7807
O 6.000 3.833 -1.988 0.0 0.0 0.0 -0.3240
F -5.712 5.536 -6.305 0.0 0.0 0.0 -0.2514
F 3.610 -10.019 2.325 0.0 0.0 0.0 -0.2427
H 3.835 2.289 -2.330 0.0 -0.1 0.0 0.3081
C -3.501 -1.854 1.855 0.2 0.1 -0.1 -1.2388
H -4.117 2.359 -2.775 -0.1 0.0 0.0 0.3393
O 0.951 -3.001 -2.122 -0.1 0.0 0.1 -0.6994
C 8.767 5.524 6.942 0.0 0.0 -0.1 0.8753
N 0.700 0.236 -0.820 0.0 0.1 0.0 -0.8965
C -5.633 2.351 -4.321 -0.1 0.0 0.0 -1.0160
F -7.544 1.286 0.433 0.0 0.0 0.0 -0.2332
Ga -0.155 -2.957 -0.592 -0.3 -0.1 -0.3 -0.1279
C 5.981 2.406 -2.273 0.1 -0.3 -0.1 -0.3088
H 2.336 -3.947 0.328 0.0 0.0 -0.1 0.1787
C 3.808 -9.225 3.372 -0.1 0.0 0.1 0.8828
O 1.478 -9.569 3.896 -0.1 -0.1 0.0 -0.4848
C -7.072 2.392 -0.126 0.1 0.0 -0.1 0.9143
H -0.061 -0.299 -1.236 0.0 0.0 0.0 0.2958
C -4.068 -2.105 0.440 -0.2 -0.1 0.2 1.3919
O 6.611 3.476 0.160 0.0 -0.1 0.0 -0.5108
H 1.081 -10.536 6.388 0.0 0.0 0.0 0.3164
H -10.149 5.027 -6.605 0.0 0.0 0.0 0.3185
C 7.707 5.129 3.407 -0.1 0.0 -0.2 -0.1610
H -2.165 -2.484 -2.205 0.0 0.0 0.0 0.3826
H -4.933 2.311 -5.155 0.0 0.0 0.0 0.3422
H -3.457 -0.791 2.104 -0.1 0.0 0.0 0.2505
C -2.021 -2.358 -1.127 0.1 -0.1 0.2 -0.6560
H 4.649 0.733 -2.150 0.0 0.0 0.0 0.4429
H 2.076 1.305 1.141 0.1 0.0 -0.1 0.3487
H 0.064 -6.129 2.627 0.0 0.0 0.0 0.2429
F -5.637 3.817 -7.614 0.0 0.0 0.0 -0.2330
H -2.483 -2.243 1.940 0.0 0.1 0.0 0.1799
C -4.957 2.962 -3.116 0.2 0.0 -0.1 -0.2311
H 8.857 3.377 2.935 0.0 0.0 0.0 0.2906
H 2.070 -7.706 7.038 0.0 0.0 0.0 0.3258
C -10.203 6.115 -6.596 0.1 0.0 0.0 -1.0928
C 2.546 -9.191 4.269 0.1 0.1 -0.1 0.3743
H 0.879 -8.116 5.795 0.0 0.0 0.0 0.2939
H -9.885 6.472 -5.617 0.0 0.0 0.0 0.3039
F 4.873 -9.678 4.048 0.0 0.0 0.0 -0.2595
H -0.298 -7.164 1.241 0.0 0.1 0.1 0.3363
C 1.738 -8.483 6.353 -0.1 0.1 0.1 -0.1948
C -7.519 5.231 -7.831 0.1 0.0 0.0 0.3038
F 5.230 6.269 -1.203 0.0 0.0 0.0 -0.2540
H 1.442 -2.147 1.335 -0.1 0.0 0.1 0.3081
H 1.355 -7.084 1.866 0.0 0.0 0.0 0.1294
O -7.938 6.425 -7.448 0.0 0.0 0.0 -0.3144
C 8.728 5.800 5.417 0.0 0.0 0.1 0.3310
```
Positions in Å, forces in eV/Å.